(1)
{"formula": "C5H7NO", "method": "ωB97M-V/def2-TZVPD", "energy_ha": -324.6909, "spin_multiplicity": 1, "molar_mass_da": 97.1, "de_lowest_kj_mol": 88.1, "smiles": "C[C@H](C#N)CC=O", "homo_energy_ev": -10.09, "gap_ev": 10.803, "species": ["O", "N", "C", "C", "C", "C", "C", "H", "H", "H", "H", "H", "H", "H"], "xyz": [[-0.611, -1.515, -2.733], [2.461, -0.927, 0.569], [1.369, -0.551, 0.637], [-0.676, -0.187, -0.741], [-0.121, 1.311, 1.248], [-0.036, -1.143, -1.740], [-0.034, -0.105, 0.663], [-1.737, -0.444, -0.660], [-0.556, -0.797, 1.334], [1.008, -1.450, -1.535], [0.311, 1.353, 2.251], [-0.636, 0.805, -1.211], [0.421, 2.018, 0.613], [-1.165, 1.631, 1.303]], "atomic_forces_ev_per_a": [[0.175, 0.125, 0.430], [-0.981, 0.424, 0.162], [0.948, -0.338, -0.093], [-0.035, 0.007, -0.086], [-0.019, 0.092, 0.036], [-0.218, -0.044, -0.281], [0.002, -0.052, 0.038], [0.156, 0.062, -0.015], [0.074, 0.059, -0.094], [-0.150, -0.004, -0.076], [-0.065, -0.027, -0.110], [0.063, -0.128, 0.037], [-0.058, -0.102, 0.067], [0.107, -0.072, -0.014]], "nbo_charge": [-0.5056, -0.3194, 0.2793, -0.5088, -0.5858, 0.4325, -0.3241, 0.2469, 0.2473, 0.1334, 0.2260, 0.2423, 0.2171, 0.2191]}

---

(2)
{"formula": "C5H7NO", "method": "ωB97M-V/def2-TZVPD", "energy_ha": -324.6827, "spin_multiplicity": 1, "molar_mass_da": 97.1, "de_lowest_kj_mol": 109.7, "smiles": "C=C(O)[C@@H](C)C#N", "homo_energy_ev": -9.43, "gap_ev": 10.097, "species": ["O", "N", "C", "C", "C", "C", "C", "H", "H", "H", "H", "H", "H", "H"], "xyz": [[-1.628, -0.659, -0.701], [2.691, 0.343, 0.932], [0.266, -1.961, -0.233], [1.659, 0.451, 0.421], [-0.321, -0.769, -0.335], [0.346, 0.590, -0.222], [-0.494, 1.686, 0.451], [0.045, 2.638, 0.419], [-0.256, -2.827, -0.633], [-1.440, 1.803, -0.084], [-1.988, -1.550, -0.586], [-0.706, 1.440, 1.495], [0.536, 0.905, -1.259], [1.250, -2.114, 0.187]], "atomic_forces_ev_per_a": [[-0.073, -0.100, -0.040], [-1.032, 0.140, -0.495], [0.054, 0.092, -0.022], [0.941, -0.091, 0.438], [0.299, -0.197, -0.005], [0.009, -0.063, -0.003], [-0.067, 0.023, 0.046], [-0.081, -0.184, 0.024], [-0.017, -0.007, 0.395], [0.147, -0.052, 0.099], [-0.236, 0.293, -0.218], [0.035, 0.000, -0.134], [-0.003, -0.042, 0.149], [0.022, 0.188, -0.235]], "nbo_charge": [-0.6787, -0.3193, -0.5300, 0.2999, 0.3410, -0.3797, -0.5871, 0.2227, 0.1998, 0.2319, 0.4869, 0.2202, 0.2592, 0.2332]}

---

(3)
{"formula": "C5H7NO", "method": "ωB97M-V/def2-TZVPD", "energy_ha": -324.5943, "spin_multiplicity": 1, "molar_mass_da": 97.1, "de_lowest_kj_mol": 341.9, "homo_energy_ev": -9.17, "gap_ev": 9.866, "species": ["O", "N", "C", "C", "C", "C", "C", "H", "H", "H", "H", "H", "H", "H"], "xyz": [[-1.921, 0.362, 1.883], [1.353, 0.211, -0.703], [1.031, -0.614, 0.534], [-1.651, -0.249, 0.875], [0.086, -0.404, -1.283], [0.420, 1.246, -0.086], [-0.354, -0.057, 0.149], [0.197, -1.459, -1.554], [-0.343, 0.175, -2.108], [-2.358, -0.998, 0.458], [0.012, 1.954, -0.813], [1.486, -0.235, 1.454], [0.837, 1.754, 0.788], [1.207, -1.687, 0.406]], "atomic_forces_ev_per_a": [[0.078, -0.258, -0.456], [0.166, 0.018, -0.095], [0.219, -0.251, 0.299], [-0.038, 0.184, 0.324], [-0.152, -0.168, -0.353], [0.005, 0.421, 0.072], [-0.249, 0.003, 0.120], [-0.012, 0.147, 0.075], [0.062, -0.058, 0.153], [0.059, 0.054, 0.048], [0.042, -0.107, 0.111], [-0.076, -0.044, -0.158], [-0.054, -0.085, -0.143], [-0.050, 0.146, 0.004]], "nbo_charge": [-0.4994, -0.3540, -0.2138, 0.4345, -0.2329, -0.2191, -0.1971, 0.1924, 0.1934, 0.1116, 0.1928, 0.1991, 0.2003, 0.1922]}

---

(4)
{"formula": "C5H7NO", "method": "ωB97M-V/def2-TZVPD", "energy_ha": -324.6114, "spin_multiplicity": 1, "molar_mass_da": 97.1, "de_lowest_kj_mol": 297.0, "smiles": "C[C@@]1(O)C=CN=C1", "homo_energy_ev": -9.09, "gap_ev": 9.484, "species": ["O", "N", "C", "C", "C", "C", "C", "H", "H", "H", "H", "H", "H", "H"], "xyz": [[1.367, 0.447, 1.226], [0.519, -1.240, -1.538], [-0.572, 1.399, 0.272], [-0.410, -1.759, -0.726], [1.026, -0.123, -1.119], [-0.633, -1.097, 0.400], [0.412, 0.320, 0.232], [1.868, 0.212, -1.703], [-0.950, -2.554, -1.044], [-1.250, -1.205, 1.285], [-1.356, 1.229, 1.046], [1.039, 0.621, 2.122], [-0.037, 2.436, 0.367], [-1.023, 1.314, -0.820]], "atomic_forces_ev_per_a": [[1.509, -0.212, 0.397], [2.810, 2.072, -2.186], [-0.989, 2.434, -2.755], [-1.390, 1.302, 2.921], [-1.085, -1.800, 0.613], [2.590, 2.651, 0.051], [-1.330, -3.835, 1.095], [0.093, 0.854, 0.318], [-1.362, -2.617, -0.945], [-0.114, -0.182, -0.384], [0.662, 0.464, -0.619], [-0.397, -0.062, -0.680], [-1.163, -1.779, -0.103], [0.166, 0.711, 2.277]], "nbo_charge": [-0.7150, -0.4059, -0.6459, -0.0762, 0.0867, -0.2087, 0.1915, 0.2099, 0.1946, 0.2106, 0.2207, 0.4815, 0.2239, 0.2322]}

---

(5)
{"formula": "C5H7NO", "method": "ωB97M-V/def2-TZVPD", "energy_ha": -324.5446, "spin_multiplicity": 1, "molar_mass_da": 97.1, "de_lowest_kj_mol": 472.3, "homo_energy_ev": -9.20, "gap_ev": 10.312, "species": ["O", "N", "C", "C", "C", "C", "C", "H", "H", "H", "H", "H", "H", "H"], "xyz": [[0.937, 1.536, 0.458], [-1.773, 0.517, -0.062], [0.776, 0.152, 0.927], [0.673, 0.743, -0.767], [1.664, -0.300, -0.267], [-1.600, -0.908, -0.073], [-0.459, 0.058, 0.003], [1.581, -1.314, -0.670], [2.692, 0.064, -0.212], [0.924, -0.072, 1.988], [-1.790, -1.486, 0.842], [-2.321, 1.106, 0.515], [0.612, 1.312, -1.696], [-1.916, -1.408, -0.985]], "atomic_forces_ev_per_a": [[0.049, 0.172, -0.049], [-0.071, 0.185, -0.604], [-0.015, -0.091, 0.479], [0.039, 0.083, -0.561], [0.150, -0.173, 0.009], [-0.038, -0.316, -0.202], [0.063, -0.011, -0.188], [-0.070, 0.105, 0.214], [-0.161, -0.109, 0.084], [-0.128, 0.171, -0.178], [0.128, 0.212, -0.226], [-0.176, 0.009, 1.174], [0.055, -0.209, 0.038], [0.172, -0.028, 0.010]], "nbo_charge": [-0.5200, -0.6128, 0.0591, 0.0668, -0.4148, -0.2364, 0.0786, 0.2021, 0.2180, 0.1972, 0.1841, 0.3856, 0.2008, 0.1917]}

---

(6)
{"formula": "C5H7NO", "method": "ωB97M-V/def2-TZVPD", "energy_ha": -324.5551, "spin_multiplicity": 1, "molar_mass_da": 97.1, "de_lowest_kj_mol": 444.7, "smiles": "OCC#C[C@H]1CN1", "homo_energy_ev": -8.61, "gap_ev": 9.432, "species": ["O", "N", "C", "C", "C", "C", "C", "H", "H", "H", "H", "H", "H", "H"], "xyz": [[-0.617, 2.032, 2.440], [1.381, -0.150, -2.197], [0.270, -1.070, -2.315], [0.993, -0.848, -0.977], [-1.166, 0.785, 2.064], [0.261, -0.278, 0.090], [-0.431, 0.159, 0.972], [0.404, -2.120, -2.118], [-0.712, -0.639, -2.503], [-2.194, 0.978, 1.749], [-1.206, 0.084, 2.910], [1.767, -1.573, -0.705], [0.307, 1.874, 2.674], [0.943, 0.766, -2.083]], "atomic_forces_ev_per_a": [[0.222, 0.056, 0.232], [0.388, 0.225, 0.015], [-0.362, -0.366, 1.769], [0.242, 0.681, 0.494], [-0.305, -0.224, 0.003], [-0.206, 0.646, 0.457], [0.226, -0.011, -0.149], [0.124, -0.817, -2.681], [0.134, -0.414, 0.449], [0.082, 0.025, 0.095], [-0.034, 0.124, -0.055], [-0.587, -0.053, -0.032], [-0.139, 0.141, -0.058], [0.215, -0.013, -0.538]], "nbo_charge": [-0.6958, -0.5386, -0.2799, -0.1548, -0.1368, -0.0439, -0.0335, 0.2364, 0.2090, 0.2065, 0.1885, 0.2161, 0.4681, 0.3589]}

---

(7)
{"formula": "C5H7NO2", "method": "ωB97M-V/def2-TZVPD", "energy_ha": -399.6372, "spin_multiplicity": 1, "molar_mass_da": 113.1, "de_lowest_kj_mol": 862.1, "homo_energy_ev": -10.45, "gap_ev": 10.045, "species": ["O", "O", "N", "C", "C", "C", "C", "C", "H", "H", "H", "H", "H", "H", "H"], "xyz": [[-0.016, -1.249, 0.130], [0.263, 1.156, 0.019], [3.130, 0.132, -0.607], [-1.684, -1.131, -0.114], [2.098, -0.434, 0.188], [0.644, -0.161, 0.583], [-1.083, 1.211, 0.270], [-1.999, 0.250, -0.508], [-1.150, 0.985, 1.335], [-1.326, 2.225, -0.047], [-1.889, 0.602, -1.575], [-1.930, -1.529, -1.317], [-2.563, -1.670, 0.907], [-3.060, 0.646, -0.382], [0.176, 0.153, 1.631]], "atomic_forces_ev_per_a": [[-4.262, -1.180, -1.530], [1.763, -2.480, -1.357], [-10.240, -6.179, 8.233], [-0.939, -2.500, -1.890], [9.241, 7.111, -7.390], [-1.237, 2.231, 1.476], [-1.364, 1.445, -0.401], [-0.326, 3.999, 0.153], [-1.025, 0.617, 0.540], [-0.456, 0.157, 0.707], [0.513, -1.343, 0.633], [1.237, -0.767, 4.118], [3.516, 1.629, -3.266], [1.027, -1.124, 0.640], [2.552, -1.616, -0.666]], "nbo_charge": [-0.5544, -0.5122, -0.2229, -0.0991, 0.2366, 0.2587, -0.0726, -0.5432, 0.1488, 0.2069, 0.2263, 0.2555, 0.2495, 0.2471, 0.1748]}

---

(8)
{"formula": "C5H7NO2", "method": "ωB97M-V/def2-TZVPD", "energy_ha": -399.8502, "spin_multiplicity": 1, "molar_mass_da": 113.1, "de_lowest_kj_mol": 302.8, "homo_energy_ev": -8.48, "gap_ev": 8.468, "species": ["O", "O", "N", "C", "C", "C", "C", "C", "H", "H", "H", "H", "H", "H", "H"], "xyz": [[0.353, 0.273, -1.645], [0.164, -1.017, -3.563], [-0.224, -2.198, -1.024], [0.320, 2.049, 1.100], [-0.015, -1.672, 0.136], [0.431, -0.393, 0.448], [0.224, -0.512, -2.520], [-0.369, 0.687, 1.028], [-0.051, -2.255, 1.074], [1.281, 1.970, 1.609], [-0.304, 2.771, 1.631], [-1.371, 0.762, 0.583], [-0.403, -3.196, -1.001], [0.500, 2.428, 0.094], [-0.535, 0.301, 2.051]], "atomic_forces_ev_per_a": [[-0.085, -0.342, -0.140], [-0.005, 0.059, 0.402], [0.075, 0.180, 0.182], [-0.025, -0.084, -0.002], [-0.146, -0.303, -0.307], [0.142, 0.155, 0.028], [0.063, 0.243, -0.143], [-0.076, 0.087, -0.039], [-0.001, 0.041, -0.047], [-0.047, -0.016, -0.023], [0.029, -0.044, -0.027], [0.052, -0.010, 0.022], [-0.001, 0.068, 0.115], [-0.006, -0.011, 0.038], [0.032, -0.023, -0.060]], "nbo_charge": [-0.5678, -0.5046, -0.7560, -0.5944, -0.0469, 0.2424, 1.0798, -0.5469, 0.2160, 0.2155, 0.2079, 0.2101, 0.3613, 0.2190, 0.2645]}